1.
14 unconnected molecules or ions with the total composition C84H56O28 at a distorted geometry. Source: OMol25; level of theory: wB97M-V/def2-TZVPD.

Element x y z (Å)
1 C 0.509 7.646 -2.843
2 C 0.578 7.513 -4.182
3 C -0.413 8.217 -5.020
4 O -0.459 8.022 -6.205
5 C -1.357 9.193 -4.368
6 C -1.343 9.352 -3.027
7 C -0.426 8.641 -2.180
8 O -0.358 8.927 -1.014
9 H 1.254 7.207 -2.226
10 H 1.266 6.880 -4.712
11 H -2.113 9.668 -4.961
12 H -2.167 9.881 -2.582
13 C -2.625 5.606 -4.859
14 C -2.310 5.903 -6.110
15 C -1.364 5.079 -6.911
16 O -1.027 5.408 -8.045
17 C -0.810 3.939 -6.200
18 C -1.089 3.627 -4.895
19 C -2.021 4.492 -4.133
20 O -2.295 4.316 -2.949
21 H -3.179 6.282 -4.251
22 H -2.757 6.789 -6.580
23 H -0.071 3.368 -6.722
24 H -0.708 2.710 -4.444
25 C -2.202 -7.007 1.550
26 C -2.366 -5.820 0.937
27 C -1.337 -4.790 1.137
28 O -1.438 -3.720 0.555
29 C -0.238 -5.044 2.095
30 C -0.079 -6.180 2.741
31 C -1.077 -7.277 2.473
32 O -1.005 -8.354 3.019
33 H -2.823 -7.917 1.326
34 H -3.211 -5.692 0.326
35 H 0.429 -4.187 2.284
36 H 0.715 -6.277 3.459
37 C -4.136 0.843 1.489
38 C -3.264 0.592 2.466
39 C -3.082 -0.864 3.000
40 O -2.077 -1.021 3.696
41 C -3.757 -2.007 2.419
42 C -4.729 -1.775 1.568
43 C -4.990 -0.309 1.095
44 O -5.794 -0.099 0.188
45 H -4.443 1.847 1.048
46 H -2.494 1.218 2.905
47 H -3.368 -2.976 2.671
48 H -5.215 -2.534 0.912
49 C 3.523 -7.209 -1.367
50 C 3.210 -6.508 -0.237
51 C 2.122 -5.475 -0.282
52 O 1.951 -4.688 0.623
53 C 1.304 -5.338 -1.490
54 C 1.560 -6.153 -2.546
55 C 2.617 -7.167 -2.591
56 O 3.034 -7.758 -3.558
57 H 4.378 -7.817 -1.405
58 H 3.861 -6.448 0.632
59 H 0.401 -4.761 -1.492
60 H 0.865 -6.200 -3.431
61 C 1.987 -1.739 -3.476
62 C 1.462 -2.939 -3.742
63 C 0.011 -3.173 -3.941
64 O -0.455 -4.339 -4.021
65 C -0.818 -2.011 -3.846
66 C -0.341 -0.796 -3.581
67 C 1.132 -0.577 -3.453
68 O 1.593 0.530 -3.746
69 H 3.062 -1.630 -3.307
70 H 2.106 -3.760 -3.871
71 H -1.920 -2.112 -3.935
72 H -0.978 0.079 -3.442
73 C 4.394 2.425 -0.359
74 C 3.563 3.445 -0.365
75 C 2.783 3.682 -1.601
76 O 1.952 4.543 -1.647
77 C 3.008 2.924 -2.804
78 C 3.903 1.938 -2.814
79 C 4.634 1.621 -1.561
80 O 5.454 0.722 -1.508
81 H 4.939 2.124 0.580
82 H 3.154 3.965 0.531
83 H 2.439 3.149 -3.669
84 H 4.216 1.382 -3.692
85 C 0.506 -0.054 5.671
86 C 1.266 -0.818 4.894
87 C 1.706 -0.397 3.522
88 O 2.433 -1.118 2.836
89 C 1.365 0.963 3.107
90 C 0.547 1.721 3.812
91 C 0.047 1.226 5.171
92 O -0.797 1.942 5.779
93 H 0.334 -0.361 6.677
94 H 1.741 -1.786 5.185
95 H 1.830 1.184 2.147
96 H 0.221 2.696 3.564
97 C 6.064 -2.595 -1.311
98 C 6.744 -1.625 -0.646
99 C 6.207 -1.000 0.604
100 O 6.745 -0.249 1.382
101 C 4.762 -1.291 0.871
102 C 4.105 -2.210 0.159
103 C 4.689 -2.928 -0.937
104 O 3.986 -3.686 -1.609
105 H 6.427 -3.142 -2.189
106 H 7.715 -1.290 -0.977
107 H 4.288 -0.832 1.723
108 H 3.158 -2.545 0.522
109 C 0.006 -0.370 0.172
110 C -1.275 -0.679 -0.126
111 C -2.168 0.298 -0.799
112 O -3.308 -0.016 -1.094
113 C -1.664 1.634 -1.066
114 C -0.380 1.948 -0.816
115 C 0.553 0.901 -0.262
116 O 1.729 1.188 -0.236
117 H 0.674 -1.117 0.617
118 H -1.707 -1.709 0.108
119 H -2.376 2.248 -1.600
120 H 0.159 2.903 -1.045
121 C -1.093 -3.561 6.800
122 C -1.737 -3.980 5.710
123 C -1.779 -5.408 5.420
124 O -2.591 -5.742 4.606
125 C -0.928 -6.343 6.144
126 C -0.287 -5.952 7.259
127 C -0.260 -4.513 7.598
128 O 0.529 -4.166 8.471
129 H -1.021 -2.544 7.266
130 H -2.379 -3.287 5.128
131 H -0.811 -7.260 5.557
132 H 0.234 -6.679 7.853
133 C 5.205 -2.741 4.644
134 C 4.152 -3.055 5.445
135 C 3.088 -3.908 4.957
136 O 1.995 -4.037 5.538
137 C 3.251 -4.358 3.582
138 C 4.203 -4.076 2.717
139 C 5.317 -3.251 3.248
140 O 6.276 -2.898 2.592
141 H 6.058 -2.127 4.951
142 H 4.089 -2.612 6.412
143 H 2.414 -4.992 3.244
144 H 4.264 -4.279 1.719
145 C -5.583 3.826 -4.955
146 C -6.689 4.015 -4.190
147 C -6.875 3.219 -3.007
148 O -7.871 3.107 -2.337
149 C -5.796 2.330 -2.544
150 C -4.646 2.228 -3.234
151 C -4.528 2.839 -4.617
152 O -3.791 2.410 -5.435
153 H -5.464 4.461 -5.833
154 H -7.366 4.775 -4.333
155 H -6.002 1.733 -1.647
156 H -3.822 1.560 -3.019
157 C -1.527 5.331 0.500
158 C -2.690 5.918 0.341
159 C -3.672 5.970 1.465
160 O -4.772 6.467 1.291
161 C -3.302 5.164 2.674
162 C -2.121 4.550 2.808
163 C -1.086 4.624 1.741
164 O -0.007 4.032 1.810
165 H -0.841 5.383 -0.272
166 H -2.890 6.499 -0.539
167 H -4.092 5.024 3.372
168 H -1.936 4.027 3.768

As for the total charge: 0. The calculation puts the total energy at -145326.902 eV. The value obtained for the lowest unoccupied orbital energy is -2.10 eV. As for the energy above the lowest of the compared OMol25 structures with the same formula, charge and spin: 0.0 kJ/mol. Its HOMO-LUMO gap is 7.887 eV.

Results of the Mulliken charge analysis, in e, for atoms 1 through 4: -0.33 -0.34 0.56 -0.58

=====

2.
A single C4H7NO molecule. Source: OMol25; level of theory: wB97M-V/def2-TZVPD.

Element x y z (Å)
1 O 0.431 2.630 -0.270
2 N -0.144 1.577 -0.976
3 C -0.053 0.473 -0.382
4 C 0.495 -0.019 0.929
5 C -0.102 -1.407 0.572
6 C -0.555 -0.880 -0.816
7 H 0.199 3.302 -0.913
8 H 1.587 0.011 0.985
9 H 0.086 0.476 1.813
10 H 0.622 -2.220 0.538
11 H -0.935 -1.697 1.212
12 H -0.005 -1.301 -1.662
13 H -1.626 -0.944 -1.029

As for the total charge: 0. The calculation puts the total energy at -7796.652 eV. The value obtained for the lowest unoccupied orbital energy is 1.15 eV. The SMILES is ON=C1CCC1. As for the energy above the lowest of the compared OMol25 structures with the same formula, charge and spin: 288.7 kJ/mol. Its HOMO-LUMO gap is 10.632 eV.

Results of the Mulliken charge analysis, in e, for atoms 1 through 4: -0.37 -0.60 0.40 -0.49

=====

3.
2 unconnected molecules or ions with the total composition C2H4NP at a distorted geometry. Source: OMol25; level of theory: wB97M-V/def2-TZVPD.

Element x y z (Å)
1 C 0.314 1.320 0.192
2 C -0.361 -2.096 0.068
3 N -0.593 1.601 -0.664
4 P 1.118 -2.547 -0.083
5 H 1.211 0.694 0.356
6 H 0.135 1.988 1.076
7 H -0.509 0.859 -1.335
8 H -1.316 -1.818 0.390

As for the total charge: 0. The calculation puts the total energy at -12914.240 eV. The value obtained for the lowest unoccupied orbital energy is 0.23 eV. The SMILES is C#P.C=N. As for the energy above the lowest of the compared OMol25 structures with the same formula, charge and spin: 220.9 kJ/mol. Its HOMO-LUMO gap is 10.419 eV.

Results of the Mulliken charge analysis, in e, for atoms 1 through 4: -0.23 -0.13 -0.48 -0.28

=====

4.
A molecular structure, C43H67BaIN12O2 at a distorted geometry. Source: OMol25; level of theory: wB97M-V/def2-TZVPD.

Element x y z (Å)
1 Ba -0.581 -0.664 0.446
2 C 2.720 2.956 -5.452
3 N 1.909 2.257 -4.484
4 C 0.562 2.756 -4.306
5 C 2.313 1.074 -3.874
6 N 2.055 0.732 -2.667
7 C 1.657 1.744 -1.704
8 C 2.556 1.649 -0.469
9 N 1.857 1.949 0.783
10 C 1.245 3.277 0.790
11 C -0.210 3.233 1.263
12 N -1.057 2.840 0.150
13 C -1.961 3.640 -0.275
14 N -2.138 4.956 0.177
15 C -3.456 5.508 0.387
16 C -1.083 5.925 -0.020
17 N -2.864 3.217 -1.241
18 C -3.056 4.099 -2.382
19 C -2.804 1.816 -1.608
20 C 2.796 1.774 1.891
21 C 2.196 1.934 3.278
22 N 1.503 0.723 3.683
23 C 1.144 0.568 4.904
24 N 0.892 1.559 5.836
25 C 0.307 2.825 5.457
26 C 1.167 1.395 7.248
27 N 1.003 -0.717 5.435
28 C 1.647 -1.776 4.674
29 C -0.336 -1.061 5.901
30 N 3.041 0.221 -4.685
31 C 3.734 -0.881 -4.054
32 C 2.589 -0.053 -6.038
33 H 2.836 4.003 -5.158
34 H 2.270 2.938 -6.452
35 H 3.706 2.500 -5.507
36 H 0.064 2.844 -5.278
37 H 0.546 3.743 -3.830
38 H -0.013 2.068 -3.694
39 H 0.620 1.592 -1.380
40 H 1.695 2.751 -2.128
41 H 3.434 2.307 -0.599
42 H 2.924 0.628 -0.405
43 H 1.253 3.682 -0.224
44 H 1.829 3.974 1.407
45 H -0.503 4.185 1.717
46 H -0.281 2.464 2.039
47 H -4.197 4.712 0.368
48 H -3.724 6.253 -0.373
49 H -3.503 6.003 1.361
50 H -0.153 5.423 -0.278
51 H -0.912 6.516 0.885
52 H -1.332 6.620 -0.834
53 H -3.351 5.097 -2.074
54 H -3.849 3.691 -3.009
55 H -2.147 4.176 -2.994
56 H -2.691 1.226 -0.710
57 H -1.956 1.589 -2.268
58 H -3.725 1.530 -2.113
59 H 3.626 2.494 1.777
60 H 3.217 0.768 1.822
61 H 1.584 2.837 3.303
62 H 3.029 2.118 3.970
63 H -0.335 2.698 4.585
64 H 1.042 3.606 5.241
65 H -0.319 3.175 6.281
66 H 0.254 1.520 7.839
67 H 1.893 2.141 7.586
68 H 1.571 0.403 7.431
69 H 1.137 -1.994 3.736
70 H 2.669 -1.484 4.444
71 H 1.664 -2.678 5.290
72 H -0.279 -1.898 6.600
73 H -0.986 -1.341 5.068
74 H -0.773 -0.212 6.423
75 H 4.046 -0.595 -3.053
76 H 4.606 -1.147 -4.654
77 H 3.093 -1.768 -3.968
78 H 3.430 -0.066 -6.735
79 H 1.883 0.707 -6.363
80 H 2.084 -1.024 -6.088
81 N 0.011 -1.648 -2.145
82 C -0.948 -1.571 -3.179
83 C -0.628 -0.844 -4.323
84 C -1.522 -0.727 -5.375
85 C -2.754 -1.356 -5.294
86 C -3.074 -2.066 -4.144
87 C -2.206 -2.181 -3.059
88 C -2.700 -2.859 -1.817
89 C -3.351 -4.086 -1.975
90 C -4.043 -4.661 -0.918
91 C -4.117 -3.972 0.283
92 C -3.429 -2.770 0.425
93 C -2.641 -2.176 -0.580
94 H 0.930 -1.300 -2.401
95 H 0.036 -2.542 -1.671
96 H 0.346 -0.379 -4.382
97 H -1.250 -0.156 -6.255
98 H -3.464 -1.289 -6.108
99 H -4.052 -2.524 -4.056
100 H -3.326 -4.592 -2.936
101 H -4.534 -5.618 -1.042
102 H -4.695 -4.376 1.108
103 H -3.517 -2.268 1.387
104 C 4.086 -4.775 -0.725
105 C 3.570 -4.114 0.554
106 C 3.117 -2.740 0.316
107 N 2.758 -1.666 0.142
108 H 4.382 -5.802 -0.516
109 H 4.948 -4.239 -1.118
110 H 3.312 -4.788 -1.491
111 H 4.344 -4.082 1.322
112 H 2.724 -4.666 0.967
113 I -3.366 -8.081 4.384
114 C -2.491 -6.345 3.625
115 C -1.595 -6.440 2.570
116 C -1.033 -5.280 2.059
117 C -1.371 -4.043 2.589
118 C -2.263 -3.965 3.649
119 C -2.828 -5.117 4.176
120 C -0.799 -2.795 1.990
121 O 0.076 -2.897 1.090
122 O -1.227 -1.676 2.414
123 H -1.345 -7.403 2.149
124 H -0.348 -5.319 1.223
125 H -2.523 -2.994 4.046
126 H -3.526 -5.058 5.000

As for the total charge: 0. The calculation puts the total energy at -76448.878 eV. The value obtained for the lowest unoccupied orbital energy is 0.42 eV. As for the energy above the lowest of the compared OMol25 structures with the same formula, charge and spin: 143.3 kJ/mol. Its HOMO-LUMO gap is 6.849 eV.

Results of the Mulliken charge analysis, in e, for atoms 1 through 4: 0.63 -1.21 0.63 -1.14

=====

5.
A gas-phase ion, C2H5N2S (charge +1) at a distorted geometry. Source: OMol25; level of theory: wB97M-V/def2-TZVPD.

Element x y z (Å)
1 C -0.467 -1.024 -0.065
2 C 0.157 1.259 0.033
3 N 0.803 -1.163 0.099
4 N -0.823 0.277 0.001
5 S 1.758 0.247 -0.022
6 H -1.158 -1.953 -0.310
7 H 0.103 2.074 -0.817
8 H 0.146 1.767 0.941
9 H 1.175 -2.080 0.036
10 H -1.695 0.596 0.104

As for the total charge: +1. The calculation puts the total energy at -15962.359 eV. The value obtained for the lowest unoccupied orbital energy is -4.31 eV. The SMILES is C1=[NH+]CSN1. As for the energy above the lowest of the compared OMol25 structures with the same formula, charge and spin: 55.8 kJ/mol. Its HOMO-LUMO gap is 9.364 eV.

Results of the Mulliken charge analysis, in e, for atoms 1 through 4: 0.12 -0.43 -0.10 -0.08

=====

6.
A single C4H3Cl2N molecule at a distorted geometry. Source: OMol25; level of theory: wB97M-V/def2-TZVPD.

Element x y z (Å)
1 C -0.943 0.656 -0.248
2 C -1.813 -0.340 -0.107
3 C 0.225 -0.182 0.125
4 C 1.678 -0.028 0.176
5 N -0.405 -1.300 0.366
6 Cl -1.315 2.236 -0.793
7 Cl -3.429 -0.746 -0.083
8 H 1.943 -0.577 1.052
9 H 2.066 1.021 0.044
10 H 1.992 -0.739 -0.532

As for the total charge: 0. The calculation puts the total energy at -30727.665 eV. The value obtained for the lowest unoccupied orbital energy is -0.06 eV. The SMILES is CC1=C(Cl)C(Cl)=N1. As for the energy above the lowest of the compared OMol25 structures with the same formula, charge and spin: 361.8 kJ/mol. Its HOMO-LUMO gap is 8.639 eV.

Results of the Mulliken charge analysis, in e, for atoms 1 through 4: 0.06 0.22 0.66 -0.97